Density functional theory data (the ωB97M-V functional and the def2-TZVPD basis) for a 3-piece molecular cluster, C5H16NO overall at a distorted geometry.

XYZ file:
```
23
C5H16NO | the Open Molecules 2025 dataset | the ωB97M-V functional and the def2-TZVPD basis
C -0.26 -1.72 -0.98
C 1.04 -1.12 -0.36
C 0.98 0.31 -0.48
C 1.31 1.27 0.56
C 2.58 0.77 1.35
N -3.36 -0.73 0.56
H -1.15 -1.31 -0.50
H -0.32 -2.78 -0.76
H 1.09 -1.39 0.70
H 1.95 -1.51 -0.82
H 1.11 0.65 -1.51
H -1.09 1.26 -0.67
H 1.58 2.20 0.07
H 0.50 1.49 1.27
H 2.34 -0.05 2.04
H 2.92 1.63 1.91
H 3.34 0.47 0.64
H -0.32 -1.60 -2.05
H -4.29 -1.05 0.33
H -3.14 0.13 0.08
H -1.66 2.04 -1.87
H -3.25 -0.61 1.55
O -1.91 1.65 -1.03
```

As for the spin multiplicity: 1. The net charge is +1.



Density functional theory data (the ωB97M-V functional and the def2-TZVPD basis) for C29H34CaN3O4Se as an isolated structure at a distorted geometry.

XYZ file:
```
72
C29H34CaN3O4Se | the Open Molecules 2025 dataset | the ωB97M-V functional and the def2-TZVPD basis
Ca -1.43 -0.83 -0.50
C -1.67 -0.22 2.48
C -3.14 -0.08 2.15
O -3.27 -0.17 0.73
C -4.40 -0.87 0.22
C -4.18 -2.37 0.27
O -2.95 -2.66 -0.40
C -2.40 -3.93 -0.04
C -0.97 -4.01 -0.55
O -0.15 -2.96 -0.02
C 0.28 -3.14 1.33
C 0.10 -1.84 2.09
O -1.28 -1.49 1.94
H -1.09 0.58 2.01
H -1.52 -0.19 3.56
H -3.70 -0.89 2.63
H -3.52 0.88 2.49
H -5.31 -0.60 0.76
H -4.51 -0.54 -0.81
H -4.10 -2.71 1.31
H -5.01 -2.89 -0.21
H -2.42 -4.03 1.05
H -2.99 -4.74 -0.47
H -0.55 -4.99 -0.31
H -0.95 -3.88 -1.63
H -0.31 -3.92 1.81
H 1.33 -3.44 1.34
H 0.35 -1.98 3.14
H 0.73 -1.06 1.65
N -0.78 1.21 -0.70
C -1.23 2.38 -0.62
C -0.38 3.60 -0.42
C -0.78 4.85 -0.89
C 0.02 5.96 -0.73
C 1.24 5.85 -0.08
C 1.66 4.61 0.40
C 0.86 3.49 0.22
C -2.72 2.65 -0.69
C -3.36 3.28 0.37
C -4.75 3.40 0.38
C -5.50 2.91 -0.68
C -4.86 2.32 -1.76
C -3.47 2.18 -1.76
H -1.74 4.95 -1.40
H -0.30 6.92 -1.11
H 1.87 6.72 0.06
H 2.61 4.51 0.90
H 1.18 2.51 0.55
H -2.78 3.69 1.19
H -5.24 3.88 1.21
H -6.58 3.02 -0.69
H -5.43 1.97 -2.61
H -2.97 1.72 -2.60
C 4.43 -0.21 1.14
N 4.43 -0.88 -0.14
C 3.38 -0.96 -0.99
Se 1.72 -0.12 -0.84
N 3.82 -1.67 -2.06
C 5.15 -2.03 -1.91
C 6.03 -2.74 -2.72
C 7.31 -2.92 -2.24
C 7.71 -2.41 -1.00
C 6.83 -1.70 -0.20
C 5.54 -1.53 -0.68
H 3.42 0.16 1.33
H 5.12 0.63 1.13
H 4.72 -0.91 1.93
H 3.23 -1.84 -2.86
H 5.73 -3.13 -3.68
H 8.03 -3.46 -2.84
H 8.72 -2.56 -0.66
H 7.13 -1.30 0.76
```

As for the spin multiplicity: 1. The net charge is +1.



Density functional theory data (the ωB97M-V functional and the def2-TZVPD basis) for C31H42BaN6O7S4 as an isolated structure at a distorted geometry.

XYZ file:
```
91
C31H42BaN6O7S4 | the Open Molecules 2025 dataset | the ωB97M-V functional and the def2-TZVPD basis
Ba 0.33 -0.55 0.52
C 1.57 2.97 2.70
C 0.26 3.63 2.27
S -0.90 2.49 1.46
C -1.39 3.41 -0.01
C -0.27 3.84 -0.96
S 0.77 2.46 -1.51
C 2.44 3.10 -1.22
C 2.79 3.52 0.21
S 2.52 2.17 1.39
H 1.36 2.14 3.38
H 2.17 3.70 3.25
H 0.45 4.48 1.61
H -0.21 4.05 3.17
H -1.98 4.29 0.24
H -2.06 2.71 -0.52
H 0.36 4.60 -0.49
H -0.73 4.32 -1.82
H 2.66 3.92 -1.90
H 3.08 2.27 -1.50
H 2.22 4.40 0.51
H 3.84 3.83 0.21
N 2.55 -2.33 1.35
C 3.05 -2.28 2.72
C 1.97 -2.00 3.78
C 1.57 -0.51 3.85
O 1.83 0.16 4.86
O 1.04 -0.07 2.79
H 2.17 -3.23 1.11
H 3.25 -2.08 0.67
H 3.80 -1.48 2.77
H 3.56 -3.21 3.00
H 2.34 -2.32 4.75
H 1.08 -2.59 3.54
S -2.40 0.07 -1.11
C -2.79 -1.63 -0.93
N -3.33 -2.21 -2.07
C -3.11 -3.63 -2.27
C -3.05 -4.35 -1.11
C -2.97 -3.75 0.13
N -2.71 -2.33 0.18
H -3.14 -1.62 -2.86
H -3.19 -3.99 -3.28
H -3.05 -5.44 -1.16
H -2.95 -4.22 1.10
N 0.17 -4.72 -1.63
C 0.28 -3.34 -1.87
N 0.56 -2.95 -3.12
O 0.17 -2.53 -0.96
H -0.21 -5.20 -2.44
H -0.49 -4.83 -0.86
H 0.82 -3.63 -3.81
H 0.94 -2.01 -3.24
C -2.65 -0.55 3.52
C -3.36 -1.25 2.36
C -4.22 -2.38 2.97
C -2.20 -1.77 1.45
C -4.31 -0.30 1.62
C -4.32 1.07 1.86
C -5.19 1.91 1.17
C -6.07 1.40 0.24
C -6.07 0.03 0.00
C -5.22 -0.80 0.69
H -1.97 -1.26 3.99
H -3.35 -0.19 4.29
H -2.04 0.28 3.18
H -3.57 -3.01 3.59
H -4.66 -3.01 2.20
H -5.02 -1.98 3.61
H -1.84 -2.66 2.00
H -3.63 1.51 2.56
H -5.16 2.98 1.37
H -6.73 2.05 -0.32
H -6.74 -0.39 -0.75
H -5.22 -1.86 0.47
O 2.09 -0.56 -3.49
C 2.83 -0.19 -2.55
O 2.69 -0.38 -1.32
C 4.06 0.61 -2.96
C 5.27 0.51 -2.28
C 6.39 1.24 -2.66
C 6.32 2.13 -3.72
C 5.09 2.22 -4.37
C 3.96 1.49 -4.05
N 5.01 3.19 -5.52
O 6.02 3.83 -5.79
O 3.94 3.35 -6.06
H 5.31 -0.15 -1.42
H 7.32 1.13 -2.12
H 7.16 2.72 -4.04
H 3.03 1.56 -4.59
```

As for the spin multiplicity: 1. The net charge is -2.



Record order is preserved below.
ΔE to the lowest compared entry with this formula, charge and spin: 3.538, 1.334, 1.592 eV
Record order is preserved below.
Calculated total energy: -8972.9771, -127066.2273, -100138.7555 eV